Entry 1:
DFT (ωB97M-V/def2-TZVPD) results for one molecule with the formula C5H4O2.

SMILES string ... C=C1OC=CC1=O
E_tot ... -343.26841 Ha
Energy relative to the best compared isomer or geometry (same formula, charge and spin) ... 325.4 kJ/mol
Orbital gap ... 8.7 eV

Geometry as XYZ:
```
11
Properties=species:S:1:pos:R:3:mulliken_charge:R:1
C 1.9803 0.3403 0.0592 -0.4841
C 0.7293 0.1557 0.3688 0.1407
O 0.2892 -1.2576 -0.0480 -0.3236
C -1.1264 -1.3144 0.0012 -0.0189
C -1.6385 -0.0380 0.2532 -0.4550
C -0.5122 0.8918 0.1167 0.6854
O -0.8389 2.0686 -0.1401 -0.6062
H 2.5096 1.4181 0.0179 0.2288
H 2.8406 -0.3819 -0.3460 0.2375
H -1.5071 -2.3269 -0.3953 0.3222
H -2.7261 0.4443 0.1124 0.2730
```


Entry 2:
DFT (ωB97M-V/def2-TZVPD) results for one molecule with the formula C4H13N2OP.

SMILES string ... CC[C@@H](C)N[P@H](N)=O
E_tot ... -686.28834 Ha
Energy relative to the best compared isomer or geometry (same formula, charge and spin) ... 128.0 kJ/mol
Orbital gap ... 10.1 eV

Geometry as XYZ:
```
21
Properties=species:S:1:pos:R:3:mulliken_charge:R:1
C -2.1421 1.0446 0.6604 -1.2933
C -0.9098 0.5583 -0.2122 -0.3052
C -0.3420 -0.7878 0.3419 0.5304
C -1.0380 -1.9040 -0.2817 -1.5713
N 1.0677 -0.8454 -0.0400 -0.3534
P 2.2348 0.2594 0.3922 0.3666
N 2.2089 1.6000 -0.6802 -0.6030
O 3.6635 -0.5974 0.4965 -0.6755
H -1.7126 1.3741 1.6197 0.3634
H -2.5839 2.0655 0.3176 0.3234
H -3.0085 0.3651 0.4359 0.3235
H -1.3561 0.5869 -1.2815 0.2221
H -0.0417 1.2034 -0.0977 0.3680
H -0.3690 -0.7122 1.4318 0.2223
H -1.1409 -1.7334 -1.3698 0.3823
H -0.4564 -2.8755 -0.2743 0.3935
H -2.0394 -2.0750 0.1678 0.3384
H 1.3741 -1.2980 -0.9132 0.3198
H 1.7234 0.7178 1.6732 0.0783
H 1.7482 1.1417 -1.5428 0.2699
H 3.1199 1.9117 -0.8435 0.2997
```


Entry 3:
DFT (ωB97M-V/def2-TZVPD) results for a 2-piece molecular cluster, C7H19N2OSi overall.

Charge ... +1
E_tot ... -751.98032 Ha
Energy relative to the best compared isomer or geometry (same formula, charge and spin) ... 193.9 kJ/mol
Orbital gap ... 7.2 eV

Geometry as XYZ:
```
30
Properties=species:S:1:pos:R:3:mulliken_charge:R:1
C -1.2760 -1.0548 -0.4048 -0.9792
C -2.4751 -0.1100 -0.9490 -0.6635
C -1.1332 -0.6540 1.8917 -0.3461
C 0.7200 2.7069 0.4091 -1.5431
C 1.1513 1.5298 -1.6581 -1.0721
C 2.2357 -2.5448 0.1337 -0.5811
C 1.1563 1.4353 -0.1837 1.0875
N -0.7708 -0.2953 0.7426 0.0806
N -3.5056 -0.0806 0.1196 -0.5088
O 2.3339 -1.1751 -0.2715 -0.2045
Si 2.2122 0.1384 0.6700 0.4314
H -1.6578 -2.0570 -0.1297 0.5075
H -0.4650 -1.1259 -1.1088 0.3042
H -2.0546 0.8077 -1.0640 0.4249
H -2.6536 -0.5596 -1.9806 0.2784
H -2.0167 -1.4735 2.1429 0.1925
H -0.8469 -0.1880 2.8724 0.2770
H 1.6613 3.2363 0.4174 0.4404
H 0.0277 3.2055 -0.1290 0.4858
H 0.4220 2.5573 1.4130 0.4047
H 2.1358 1.3710 -2.2052 0.3505
H 0.6677 2.2734 -2.3080 0.3821
H 0.7928 0.5454 -1.9717 0.2770
H 2.8135 -2.8721 1.0297 0.2956
H 2.6176 -3.1582 -0.7172 0.2586
H 1.1779 -2.8376 0.2507 0.2315
H -4.1449 0.7479 -0.0296 0.2481
H -4.2166 -0.8621 0.0419 0.2524
H 1.7331 -0.4142 1.8536 -0.1570
H 3.3580 0.9076 1.1224 -0.1554
```


Entry 4:
DFT (ωB97M-V/def2-TZVPD) results for one molecule with the formula C4H7NS.

E_tot ... -609.29831 Ha
Energy relative to the best compared isomer or geometry (same formula, charge and spin) ... 289.5 kJ/mol
Orbital gap (spin up / spin down) ... 5.3 / 7.6 eV
2S+1 ... 3

Geometry as XYZ:
```
13
Properties=species:S:1:pos:R:3:lowdin_spin:R:1
C -1.0454 0.5839 0.3454 0.0453
C 1.7285 0.2123 0.0754 0.0817
C -1.1997 -0.9565 0.3069 0.1736
C 0.4696 0.8550 -0.4780 0.0418
N 0.9969 -0.3184 -1.0522 0.3132
S -0.0519 -1.6372 -1.0667 1.2711
H -1.8726 1.1815 -0.2095 0.0007
H -0.8931 0.8561 1.3067 0.0049
H 2.7437 0.7592 -0.1302 0.0035
H 1.7307 -0.4606 1.0057 0.0107
H -0.8889 -1.5021 1.1345 0.0264
H -2.1460 -1.2435 0.0533 0.0153
H 0.4282 1.6702 -1.2916 0.0119
```


Entry 5:
DFT (ωB97M-V/def2-TZVPD) results for C10H17CdIO5S as an isolated structure.

Charge ... +2
E_tot ... -1630.22049 Ha
Orbital gap ... 2.7 eV

Geometry as XYZ:
```
35
Properties=species:S:1:pos:R:3:mulliken_charge:R:1
C 2.9691 -2.3630 1.0659 -1.0370
C 3.0859 -2.2732 -0.4606 -0.5787
C 2.8438 -0.8562 -0.9792 -0.8064
C 1.6562 -0.1513 -0.3126 0.2772
C 1.2335 1.0940 -1.1000 -1.2224
C -0.2606 1.4577 -1.0157 -0.3966
C -0.9045 1.2768 0.3473 -0.4310
I 0.3181 1.8661 2.0544 0.3077
O -1.9822 2.2941 0.4156 -0.3272
S -2.9710 1.8649 1.5729 1.2848
O -4.3035 2.0472 1.1664 -0.5370
O -2.7027 2.6203 2.8079 -0.3707
O -2.5237 0.3917 1.7539 -0.3644
C -1.7702 0.0293 0.5295 0.2775
C -2.8467 -0.1023 -0.5834 -0.7165
C -2.6703 -1.4003 -1.3832 -0.2587
O -2.1087 -1.3931 -2.4497 -0.4037
H 1.9139 -2.3747 1.3298 0.2129
H 3.4052 -1.4897 1.5505 0.2687
H 3.4749 -3.2323 1.4667 0.3620
H 4.0712 -2.6090 -0.7634 0.4253
H 2.3407 -2.9373 -0.8937 0.2800
H 2.6811 -0.8595 -2.0562 0.3921
H 3.7475 -0.2770 -0.7973 0.3258
H 0.8389 -0.8389 -0.1001 0.0126
H 2.0456 0.1953 0.6521 0.1264
H 1.8420 1.9633 -0.8720 0.4083
H 1.4288 0.8857 -2.1488 0.4596
H -0.8103 0.9370 -1.7939 0.3748
H -0.3587 2.5142 -1.2533 0.3338
H -1.2438 -0.9153 0.5579 0.5575
H -3.8381 -0.1204 -0.1425 0.5162
H -2.8208 0.6997 -1.3107 0.4396
H -3.1047 -2.3171 -0.9484 0.4183
Cd -2.6759 4.3736 4.0937 1.3892
```


Entry 6:
DFT (ωB97M-V/def2-TZVPD) results for C38H47F6N9O8PRbSSb as an isolated structure.

Charge ... -2
E_tot ... -4174.39074 Ha
Energy relative to the best compared isomer or geometry (same formula, charge and spin) ... 136.0 kJ/mol
Orbital gap (spin up / spin down) ... 7.1 / 5.4 eV
2S+1 ... 2

Geometry as XYZ:
```
112
Properties=species:S:1:pos:R:3:lowdin_spin:R:1
Rb 0.6006 -0.8816 0.0390 0.0017
O -1.5405 -0.8997 1.9461 0.0015
C -2.7478 -1.3696 2.4782 0.0081
C -3.7391 -1.7621 1.4021 0.0293
N -4.1234 -0.6953 0.4768 0.3664
C -4.1435 -0.9855 -0.9160 0.0492
C -2.7201 -1.2105 -1.6182 0.0382
O -2.7699 -0.9820 -2.8269 0.0404
O -1.8170 -1.6540 -0.8817 0.0138
C -4.2793 0.6171 0.9121 0.1084
C -2.9153 1.6144 0.8202 0.0816
O -2.9985 2.4823 1.6882 0.0982
O -2.1489 1.3193 -0.0835 0.0879
H -1.4425 -1.2937 1.0676 0.0001
H -3.1447 -0.5898 3.1334 0.0003
H -2.5964 -2.2693 3.0847 0.0005
H -4.6462 -2.1376 1.8902 0.0162
H -3.3194 -2.5635 0.7963 0.0020
H -4.6473 -0.1953 -1.4615 0.0018
H -4.6351 -1.9468 -1.0911 0.0165
H -4.5937 0.6649 1.9496 0.0118
H -4.9755 1.1402 0.2585 0.0148
N 0.5885 -1.1415 -4.8099 0.0001
C 0.6012 -1.0425 -3.4712 0.0007
N 1.5573 -0.5372 -2.7584 0.0001
C 2.6946 -0.0543 -3.4064 0.0000
N 3.6850 0.4860 -2.7877 0.0000
N 3.6537 0.3979 -1.4052 0.0000
C 3.5681 1.4687 -0.7446 0.0000
C 3.7199 1.3906 0.7480 0.0000
C 4.4252 2.3798 1.4237 0.0000
C 4.6169 2.2525 2.7891 0.0000
C 4.1054 1.1422 3.4416 0.0000
C 3.3971 0.2147 2.6926 0.0000
N 3.1898 0.3387 1.3818 0.0000
C 2.7178 -0.0806 -4.8920 0.0000
C 3.7361 0.5098 -5.6443 0.0000
C 3.6585 0.5630 -7.0235 0.0000
C 2.5598 0.0009 -7.6883 0.0000
C 1.5577 -0.6068 -6.9632 0.0000
C 1.6341 -0.6237 -5.5685 0.0000
H -0.2470 -1.4754 -5.2603 0.0000
H -0.3035 -1.4043 -2.9827 0.0008
H 3.4283 2.4427 -1.2191 0.0000
H 4.8249 3.2256 0.8768 0.0000
H 5.1646 3.0096 3.3372 0.0000
H 4.2345 1.0018 4.5079 0.0000
H 2.9557 -0.6584 3.1643 0.0000
H 4.5682 0.9505 -5.1104 0.0000
H 4.4251 1.0695 -7.5967 0.0000
H 2.4711 0.0772 -8.7693 0.0000
H 0.6885 -1.0206 -7.4649 0.0000
F 2.0967 -2.8532 1.0520 0.0000
P 1.1588 -4.0794 0.5178 0.0000
F 0.1871 -5.2376 -0.0068 0.0000
F 0.8838 -3.2365 -0.8489 0.0001
F 2.4343 -4.7626 -0.1641 0.0000
F 1.4203 -4.8693 1.8934 0.0000
F -0.1208 -3.3198 1.2021 0.0000
C -1.3253 4.3061 5.7749 0.0001
C -1.8564 3.5045 4.5878 0.0004
C -3.2758 3.0045 4.8724 0.0001
Sb -0.7588 1.8185 3.7825 0.0022
C 0.8400 2.8593 2.7687 -0.0003
C 1.6131 3.8709 3.6054 0.0000
C 0.3252 3.4851 1.4669 0.0023
C 0.5134 1.0435 5.3834 0.0010
C 0.0319 -0.3804 5.6912 0.0001
C 0.7165 1.8175 6.6815 0.0002
H -1.9557 5.1898 5.9415 0.0000
H -0.3016 4.6552 5.6464 0.0000
H -1.3537 3.7238 6.6959 0.0000
H -1.8997 4.1533 3.7063 0.0003
H -3.2796 2.2446 5.6625 0.0000
H -3.7301 2.5648 3.9808 0.0002
H -3.9182 3.8271 5.2135 0.0000
H 1.5143 2.0336 2.5137 0.0000
H 0.9824 4.7235 3.8705 0.0000
H 2.4627 4.2645 3.0320 0.0000
H 2.0149 3.4445 4.5283 0.0000
H -0.3196 4.3465 1.6735 0.0001
H -0.2639 2.7963 0.8562 0.0022
H 1.1665 3.8426 0.8584 0.0001
H 1.4779 0.9720 4.8658 0.0000
H -0.9230 -0.3606 6.2297 0.0000
H 0.7496 -0.9172 6.3262 0.0000
H -0.1219 -0.9783 4.7888 0.0000
H -0.2122 1.8719 7.2548 0.0000
H 1.0648 2.8389 6.5289 0.0000
H 1.4501 1.3097 7.3214 0.0001
O 2.9938 2.2664 -9.8529 0.0000
S 2.0670 1.5256 -10.6819 0.0000
O 2.2567 0.0816 -10.6461 0.0000
O 1.8221 2.0850 -11.9920 0.0000
C 0.4721 1.6843 -9.8158 0.0000
N -0.6466 1.5178 -10.5340 0.0000
C -1.7775 1.5047 -9.8316 0.0000
C -1.8192 1.6396 -8.4566 0.0000
C -0.6024 1.8166 -7.8195 0.0000
N 0.5344 1.8520 -8.4985 0.0000
C -0.4734 1.9673 -6.3418 0.0000
C -1.4618 1.5378 -5.4599 0.0000
C -1.2532 1.6573 -4.0919 0.0000
N -0.1329 2.1678 -3.5810 0.0001
C 0.8039 2.5846 -4.4340 0.0000
C 0.6864 2.5058 -5.8061 0.0000
H -2.6974 1.3769 -10.3963 0.0000
H -2.7568 1.6186 -7.9205 0.0000
H -2.3716 1.0666 -5.8094 0.0000
H -1.9904 1.2844 -3.3876 0.0000
H 1.7179 2.9720 -3.9928 0.0000
H 1.4941 2.8112 -6.4622 0.0000
```


Entry 7:
DFT (ωB97M-V/def2-TZVPD) results for one molecule with the formula C14H10F4N2O4S.

E_tot ... -1747.18321 Ha
Energy relative to the best compared isomer or geometry (same formula, charge and spin) ... 1059.7 kJ/mol
Orbital gap ... 5.6 eV

Geometry as XYZ:
```
35
Properties=species:S:1:pos:R:3:mulliken_charge:R:1
O -2.3098 -0.4969 5.6613 -0.5498
O -0.7906 -2.1658 6.5681 -0.6200
F 0.5268 2.7141 -6.5938 -0.2775
F 1.9300 1.3318 -6.0921 -0.2672
F -1.1364 -0.7430 -4.5341 -0.3047
F 1.0346 -0.7255 -4.9524 -0.2333
O 1.1215 2.6773 -4.4645 -0.4474
O -0.2500 0.9515 -5.5531 -0.3848
C 1.5266 2.5709 -2.1270 -1.0421
C 0.3936 -1.3928 0.6444 -0.5183
C 0.0016 0.8016 1.5919 -0.7739
C 1.2575 1.9391 -0.8671 -0.5644
C 0.1842 -1.9148 1.9213 -0.8115
C -0.3307 0.2360 2.9129 -0.6984
C 0.2826 0.1135 -2.0018 -0.1214
C 1.0364 2.0027 -3.2569 0.5273
C 0.2975 0.0078 0.4640 0.3709
C 0.6496 0.6833 -0.8043 0.7090
C -0.2819 -1.1631 2.9865 1.2449
C 0.3751 0.7094 -3.2273 -0.2211
N -2.0722 -2.3441 5.0273 -0.5656
N -0.8637 -1.8309 3.9802 -0.1389
C 0.8102 1.8758 -5.6530 0.7976
C 0.0495 0.0083 -4.5091 0.8980
S -1.0425 -1.2063 5.4695 0.7485
H 2.0847 3.5493 -2.1628 0.3552
H 0.4867 -2.1389 -0.2150 0.1775
H -0.0133 1.8400 1.5321 0.5145
H 1.6538 2.3109 0.0603 0.5380
H 0.1649 -3.0179 1.8944 0.2420
H -0.7349 0.9677 3.7319 0.1803
H -0.1074 -0.9365 -2.0260 0.1964
H -2.5042 -2.5339 5.8594 0.3330
H -2.7274 -1.8662 4.4862 0.2975
H -0.7025 -2.8141 4.2486 0.4095
```


> What is the E_tot in the fifth record?

-1630.22049 Ha